Entry 1:
Entry from the OMol25 dataset: a cluster of 2 separate species, C20H18BNO in total at a distorted geometry (ωB97M-V with the def2-TZVPD basis set).

Cartesian coordinates (Å):
C  5.819  -2.294  -0.204
C  4.882  -2.313  -1.246
C  4.071  -1.204  -1.475
C  4.249  -0.089  -0.658
O  3.404  1.013  -0.806
C  2.042  0.880  -0.526
C  1.566  1.470  0.654
C  0.248  1.254  1.011
C  -0.633  0.582  0.165
C  -2.046  0.545  0.684
C  -3.086  -0.435  0.187
C  -4.325  -0.372  0.838
C  -5.402  -1.127  0.385
C  -5.255  -1.957  -0.734
C  -3.999  -2.081  -1.331
C  -2.892  -1.388  -0.812
C  -0.182  0.145  -1.079
C  1.179  0.203  -1.391
C  5.228  -0.015  0.345
C  5.982  -1.157  0.602
H  6.433  -3.180  -0.031
H  4.761  -3.180  -1.898
H  3.296  -1.192  -2.241
H  2.257  2.019  1.290
H  -0.119  1.661  1.956
H  -1.981  0.424  1.785
H  -4.424  0.274  1.717
H  -6.362  -1.056  0.889
H  -6.104  -2.517  -1.127
H  -3.859  -2.720  -2.206
H  -1.891  -1.626  -1.170
H  -0.861  -0.245  -1.833
H  1.564  -0.271  -2.298
H  5.334  0.898  0.936
H  6.701  -1.154  1.426
H  -2.464  1.532  0.481
B  -3.012  3.324  1.761
H  -4.043  3.135  1.162
H  -2.725  2.752  2.773
C  -2.034  4.310  1.214
N  -1.313  5.149  0.809

Values from the calculation:
* Kohn-Sham gap: 7.578 eV
* ΔE to the lowest compared entry with this formula, charge and spin: 0.00 kcal per mole
* HOMO energy: -8.8 eV
* LUMO: -1.21 eV
* SMILES: c1ccc(Cc2ccc(Oc3ccccc3)cc2)cc1.BC#N
* multiplicity: 1

***

Entry 2:
Entry from the OMol25 dataset: a structure of composition C20H18Br2CaCl5F12MgN3NaO5S2 at a distorted geometry (ωB97M-V with the def2-TZVPD basis set).

Cartesian coordinates (Å):
C  3.509  4.483  1.652
C  2.882  3.446  0.724
C  1.937  2.420  1.408
Cl  1.673  2.809  3.135
C  0.571  2.417  0.728
N  -0.425  2.758  1.470
N  -1.614  2.780  0.881
C  -2.699  3.123  1.842
O  -3.768  2.261  1.539
C  -3.313  0.920  1.680
C  -1.963  2.501  -0.346
C  -0.903  2.084  -1.214
C  0.316  2.060  -0.637
C  1.502  1.512  -1.479
F  0.954  0.974  -2.622
F  2.421  2.358  -1.929
C  2.034  0.394  -0.658
C  1.071  -0.386  -0.016
C  1.412  -1.458  0.773
C  2.745  -1.778  0.977
C  3.708  -1.010  0.340
C  5.147  -1.335  0.588
F  5.396  -2.635  0.473
F  5.953  -0.682  -0.252
F  5.506  -0.977  1.814
C  3.356  0.064  -0.483
H  4.026  4.043  2.490
H  2.773  5.207  1.973
H  4.222  5.044  1.058
H  2.341  3.997  -0.030
H  3.698  2.899  0.273
H  2.370  1.431  1.416
H  -2.297  2.880  2.822
H  -2.965  4.169  1.875
H  -3.279  0.555  2.733
H  -2.369  0.803  1.133
H  -4.023  0.283  1.172
H  -2.975  2.555  -0.682
H  -1.096  1.788  -2.220
H  0.021  -0.136  -0.165
H  0.623  -2.035  1.239
H  2.979  -2.602  1.619
H  4.146  0.628  -0.945
Br  2.467  -0.985  3.624
Na  -1.268  -0.537  2.612
C  -6.090  3.758  -0.322
Cl  -5.984  2.816  -1.807
Cl  -5.716  5.456  -0.623
Cl  -7.678  3.586  0.426
H  -5.355  3.372  0.371
C  -3.293  -5.577  -1.333
F  -4.489  -4.994  -0.824
F  -3.350  -6.825  -0.983
F  -3.395  -5.527  -2.640
S  -1.740  -4.732  -0.721
O  -1.800  -4.860  0.701
O  -1.869  -3.305  -1.200
N  -0.775  -5.643  -1.482
S  0.797  -5.262  -1.258
O  1.290  -5.505  0.046
O  1.176  -3.966  -1.851
C  1.532  -6.538  -2.359
F  1.080  -6.379  -3.596
F  1.184  -7.733  -1.921
F  2.838  -6.412  -2.341
Ca  -4.120  -3.134  -0.347
F  -2.729  0.594  -1.416
Cl  0.450  4.311  -2.007
Mg  -0.293  -2.282  -1.520
Br  1.527  5.687  -3.374

Values from the calculation:
* Kohn-Sham gap: 3.771 eV
* HOMO energy: -8.4 eV
* LUMO: -4.68 eV
* net charge: +1
* multiplicity: 1

***

Entry 3:
Entry from the OMol25 dataset: the molecule C20H18Cl2N4O4 (ωB97M-V with the def2-TZVPD basis set).

Cartesian coordinates (Å):
C  1.589  3.626  -0.108
C  1.338  2.187  -0.366
C  0.186  1.521  -0.658
N  -1.174  1.834  -0.682
C  -1.874  2.721  0.065
O  -1.426  3.729  0.560
C  -3.341  2.265  0.246
C  -4.061  3.107  1.284
H  -4.030  4.149  0.979
H  -3.560  3.010  2.243
H  -5.094  2.785  1.381
H  -3.870  2.288  -0.717
O  -3.241  0.901  0.687
C  -3.639  -0.073  -0.136
O  -4.349  0.093  -1.095
C  -3.001  -1.379  0.209
C  -1.874  -1.422  1.024
C  -1.208  -2.636  1.117
N  -1.605  -3.739  0.520
C  -2.693  -3.690  -0.223
C  -3.432  -2.534  -0.435
H  -4.288  -2.514  -1.089
Cl  -3.159  -5.161  -0.959
Cl  0.238  -2.753  2.021
H  -1.510  -0.546  1.533
H  -1.677  1.029  -1.048
C  0.507  0.125  -0.885
O  -0.265  -0.789  -1.143
N  1.873  0.036  -0.712
C  2.533  -1.163  -0.387
C  3.390  -1.231  0.707
C  3.993  -2.434  1.026
C  3.732  -3.569  0.277
C  2.862  -3.499  -0.798
C  2.267  -2.300  -1.142
H  1.579  -2.239  -1.968
H  2.644  -4.384  -1.376
H  4.196  -4.507  0.539
H  4.657  -2.485  1.876
H  3.560  -0.357  1.318
N  2.373  1.277  -0.327
C  3.715  1.624  -0.735
H  4.111  2.374  -0.052
H  4.341  0.736  -0.688
H  3.739  2.020  -1.755
H  0.640  4.128  0.063
H  2.220  3.752  0.770
H  2.089  4.086  -0.960

Values from the calculation:
* Kohn-Sham gap: 8.118 eV
* ΔE to the lowest compared entry with this formula, charge and spin: 0.00 kcal per mole
* HOMO energy: -8.2 eV
* LUMO: -0.10 eV
* SMILES: Cc1c(NC(=O)[C@H](C)OC(=O)c2cc(Cl)nc(Cl)c2)c(=O)n(-c2ccccc2)n1C
* multiplicity: 1

***

Entry 4:
Entry from the OMol25 dataset: a structure of composition C20H18ClNO2ReS at a distorted geometry (ωB97M-V with the def2-TZVPD basis set).

Cartesian coordinates (Å):
Cl  -2.042  1.710  -0.257
C  0.467  -1.540  -1.367
C  1.692  -0.839  -1.005
C  1.621  0.466  -1.554
H  2.561  -1.263  -0.500
C  0.363  0.632  -2.221
C  -0.338  -0.627  -2.144
H  -1.255  -0.853  -2.678
H  0.270  -2.598  -1.227
H  2.373  1.247  -1.515
C  -0.142  1.880  -2.847
Re  -0.193  0.017  -0.084
C  0.422  -1.261  1.223
C  -1.906  -0.910  0.111
O  0.852  -2.039  1.984
O  -2.951  -1.399  0.268
H  0.476  2.723  -2.520
H  -1.165  2.052  -2.520
H  -0.137  1.825  -3.937
N  0.144  1.487  1.404
S  -0.953  1.721  2.597
C  -0.500  0.455  3.793
C  -1.456  -0.467  4.240
C  -1.095  -1.399  5.213
C  0.212  -1.430  5.708
C  1.172  -0.539  5.218
C  0.818  0.404  4.245
C  -0.473  3.154  3.560
C  0.459  4.082  3.091
C  0.899  5.092  3.958
C  0.360  5.217  5.242
C  -0.636  4.332  5.665
C  -1.066  3.309  4.825
H  0.884  2.176  1.304
H  -2.456  -0.411  3.807
H  -1.852  -2.100  5.565
H  0.482  -2.165  6.466
H  2.202  -0.576  5.582
H  1.559  1.104  3.852
H  0.837  4.017  2.070
H  1.672  5.788  3.634
H  0.712  5.992  5.926
H  -1.093  4.419  6.649
H  -1.834  2.595  5.128

Values from the calculation:
* Kohn-Sham gap (spin up / spin down): 6.666 / 5.183 eV
* ΔE to the lowest compared entry with this formula, charge and spin: 0.00 kcal per mole
* HOMO energy (spin up / spin down): -13.1 / -15.5 eV
* LUMO (spin up / spin down): -6.40 / -10.28 eV
* net charge: +2
* multiplicity: 4

***

Entry 5:
Entry from the OMol25 dataset: the molecule C20H18FN5O3S at a distorted geometry (ωB97M-V with the def2-TZVPD basis set).

Cartesian coordinates (Å):
O  0.320  1.530  -0.792
O  -0.277  -1.807  1.666
O  -4.861  -0.312  -0.389
F  -4.214  -3.315  -2.462
N  3.934  3.173  3.866
S  1.610  2.617  2.779
C  0.475  1.484  0.410
C  -1.165  -1.458  0.889
C  -3.708  -0.719  -0.289
C  1.610  2.094  1.080
C  2.845  2.133  0.552
C  3.311  2.872  2.720
C  5.234  3.428  3.775
C  -6.503  -5.056  -0.224
C  -6.213  -4.407  1.018
C  -5.857  -4.623  -1.380
C  -5.243  -3.393  1.061
C  5.933  3.266  2.533
C  -4.860  -3.644  -1.309
C  3.874  2.622  1.473
C  -4.509  -3.031  -0.105
C  5.274  2.869  1.339
N  3.045  1.832  -0.793
N  -0.477  0.850  1.205
N  -3.482  -2.069  -0.061
N  -1.447  -0.095  0.710
C  6.039  3.817  4.993
C  6.126  2.720  0.097
C  -2.117  -2.520  0.267
C  -2.564  0.301  -0.155
H  -7.193  -5.888  -0.230
H  -6.702  -4.698  1.940
H  -6.048  -5.113  -2.322
H  -4.990  -2.938  2.014
H  6.960  3.548  2.523
H  3.759  2.334  -1.281
H  2.157  1.613  -1.272
H  -0.169  0.739  2.166
H  6.800  3.073  5.181
H  6.451  4.801  4.912
H  5.394  3.788  5.886
H  6.520  3.717  -0.190
H  5.578  2.348  -0.775
H  6.929  2.008  0.290
H  -1.646  -2.899  -0.634
H  -2.217  -3.359  0.981
H  -3.006  1.214  0.251
H  -2.203  0.494  -1.159

Values from the calculation:
* Kohn-Sham gap: 8.305 eV
* ΔE to the lowest compared entry with this formula, charge and spin: 61.43 kcal per mole
* HOMO energy: -8.0 eV
* LUMO: 0.27 eV
* SMILES: Cc1cc(C)c2c(N)c(C(=O)NN3CC(=O)N(c4ccccc4F)CC3=O)sc2n1
* multiplicity: 1

***

- The highest multiplicity belongs to which entry?
  C20H18ClNO2ReS

***

Copy entry 3 word for word.
Entry from the OMol25 dataset: the molecule C20H18Cl2N4O4 (ωB97M-V with the def2-TZVPD basis set).

Cartesian coordinates (Å):
C  1.589  3.626  -0.108
C  1.338  2.187  -0.366
C  0.186  1.521  -0.658
N  -1.174  1.834  -0.682
C  -1.874  2.721  0.065
O  -1.426  3.729  0.560
C  -3.341  2.265  0.246
C  -4.061  3.107  1.284
H  -4.030  4.149  0.979
H  -3.560  3.010  2.243
H  -5.094  2.785  1.381
H  -3.870  2.288  -0.717
O  -3.241  0.901  0.687
C  -3.639  -0.073  -0.136
O  -4.349  0.093  -1.095
C  -3.001  -1.379  0.209
C  -1.874  -1.422  1.024
C  -1.208  -2.636  1.117
N  -1.605  -3.739  0.520
C  -2.693  -3.690  -0.223
C  -3.432  -2.534  -0.435
H  -4.288  -2.514  -1.089
Cl  -3.159  -5.161  -0.959
Cl  0.238  -2.753  2.021
H  -1.510  -0.546  1.533
H  -1.677  1.029  -1.048
C  0.507  0.125  -0.885
O  -0.265  -0.789  -1.143
N  1.873  0.036  -0.712
C  2.533  -1.163  -0.387
C  3.390  -1.231  0.707
C  3.993  -2.434  1.026
C  3.732  -3.569  0.277
C  2.862  -3.499  -0.798
C  2.267  -2.300  -1.142
H  1.579  -2.239  -1.968
H  2.644  -4.384  -1.376
H  4.196  -4.507  0.539
H  4.657  -2.485  1.876
H  3.560  -0.357  1.318
N  2.373  1.277  -0.327
C  3.715  1.624  -0.735
H  4.111  2.374  -0.052
H  4.341  0.736  -0.688
H  3.739  2.020  -1.755
H  0.640  4.128  0.063
H  2.220  3.752  0.770
H  2.089  4.086  -0.960

Values from the calculation:
* Kohn-Sham gap: 8.118 eV
* ΔE to the lowest compared entry with this formula, charge and spin: 0.00 kcal per mole
* HOMO energy: -8.2 eV
* LUMO: -0.10 eV
* SMILES: Cc1c(NC(=O)[C@H](C)OC(=O)c2cc(Cl)nc(Cl)c2)c(=O)n(-c2ccccc2)n1C
* multiplicity: 1